Record 1
DFT (wB97M-V/def2-TZVPD) results for C19H25N3SSiV as an isolated structure.

⟨S²⟩: 0.764
Orbital gap (spin up / spin down): 6.33 / 6.61 eV
Net charge: +2
2S+1: 2
Electronic energy: -68962.326 eV
LUMO level (spin up / spin down): -8.0 / -7.7 eV
Highest occupied orbital energy (spin up / spin down): -14.358 / -14.361 eV

Element x y z (Å)
C (-1.7015, 0.4689, 3.3773)
C (-1.0861, -0.6898, 2.8536)
C (0.2488, -0.3285, 2.4249)
H (-1.5016, -1.6985, 2.8180)
C (0.4194, 1.0851, 2.6811)
C (-0.7965, 1.5715, 3.2308)
H (-0.9465, 2.5568, 3.6600)
H (-2.6783, 0.5059, 3.8507)
H (1.0651, -1.0314, 2.2682)
H (1.3455, 1.6394, 2.5406)
V (-1.1003, 0.6943, 1.2738)
C (0.6095, 2.7080, -3.4325)
H (0.2141, 3.4446, -4.1447)
H (0.0364, 1.7820, -3.5351)
H (0.5093, 3.0704, -2.4014)
Si (0.1313, -0.6796, -0.0351)
C (-0.4407, -2.0956, -1.1491)
C (-0.6153, -3.4267, -0.7319)
H (-0.5728, -3.6810, 0.3311)
C (-0.8071, -4.4284, -1.6928)
H (-0.9419, -5.4684, -1.3881)
C (-0.8188, -4.1037, -3.0555)
H (-0.9839, -4.8779, -3.8044)
C (-0.6132, -2.7846, -3.4712)
H (-0.5867, -2.5258, -4.5318)
C (-0.4360, -1.7792, -2.5158)
H (-0.2581, -0.7452, -2.8240)
C (1.9921, -0.9120, -0.1896)
C (2.5063, -2.0826, -0.7736)
H (1.8318, -2.8957, -1.0486)
C (3.8676, -2.2123, -1.0412)
H (4.2280, -3.1136, -1.5398)
C (4.7384, -1.1852, -0.6655)
H (5.7980, -1.2704, -0.8990)
C (4.2528, -0.0585, 0.0123)
H (4.9460, 0.7089, 0.3599)
C (2.8823, 0.0880, 0.2425)
H (2.4973, 0.9845, 0.7384)
H (-0.3344, 0.5565, -0.7669)
H (1.6375, 2.5103, -3.6212)
N (-1.1914, 2.7709, 0.9836)
N (-2.2157, 3.2213, 1.9068)
C (-3.3800, 2.5156, 1.8247)
N (-4.4626, 3.0703, 2.3771)
S (-3.4364, 0.9831, 1.0810)
H (-1.4686, 3.0797, 0.0423)
H (-0.3310, 3.3054, 1.1555)
H (-2.3132, 4.2447, 1.9465)
H (-5.3330, 2.5604, 2.3952)
H (-4.4059, 3.9480, 2.8827)

Cartesian forces (eV/Å) of the 3 atoms listed first:
0.854 -0.002 0.957
0.325 0.012 1.010
1.011 -0.836 1.236

Record 2
DFT (wB97M-V/def2-TZVPD) results for C19H25N5O3S as an isolated structure.

Orbital gap: 8.45 eV
Electronic energy: -44519.505 eV
LUMO level: 0.3 eV
Highest occupied orbital energy: -8.142 eV

Element x y z (Å)
C (4.9125, -0.0847, 1.5824)
N (4.7027, -0.3677, 0.1221)
C (4.3579, -1.4751, -0.4231)
N (3.9556, -1.4917, -1.6887)
N (4.0572, -0.3475, -2.1450)
C (4.3618, 0.4021, -0.8808)
C (4.5017, 1.8391, -0.6850)
O (3.7884, 2.5523, 0.0605)
C (2.4002, 2.3645, 0.0659)
C (1.7752, 1.7969, -0.9294)
C (0.3030, 1.9052, -0.8018)
C (-0.4106, 2.1569, 0.2358)
C (0.4343, 2.3755, 1.3016)
C (1.8025, 2.7824, 1.3670)
H (2.3461, 3.0621, 2.0302)
H (-0.1685, 2.8046, 2.4503)
H (-1.3451, 1.8073, 0.4501)
H (-0.2221, 1.2680, -1.5887)
H (2.3317, 1.6597, -1.8985)
H (5.5944, 2.2713, -0.4768)
H (4.3038, 2.3948, -1.9199)
S (3.9312, -2.9150, 0.7233)
C (2.3469, -3.2791, 0.0932)
C (1.3851, -2.1558, 0.5087)
O (1.7884, -1.0447, 0.7069)
N (0.3062, -2.3151, -0.2132)
N (-0.7714, -1.5838, 0.0323)
C (-2.0346, -1.6201, -0.1644)
O (-2.4154, -2.9471, -0.3879)
C (-3.0531, -0.7293, 0.1956)
C (-4.3576, -1.1765, 0.6594)
C (-5.4601, -0.2329, 0.7714)
C (-5.6984, 0.5280, -0.4057)
C (-4.4773, 0.9612, -1.0329)
C (-3.4300, -0.0584, -1.2035)
H (-3.7211, -0.5353, -1.8784)
H (-2.4579, 0.4520, -1.7904)
H (-4.6726, 1.5862, -1.7020)
H (-4.0900, 1.9009, -0.3178)
H (-6.5903, 1.3994, -0.1799)
H (-6.0617, -0.3146, -0.9698)
H (-6.4784, -0.5826, 1.5378)
H (-5.1700, 0.4868, 1.6518)
H (-4.7834, -2.1999, 0.0572)
H (-4.2498, -1.7038, 1.5938)
H (-2.5116, -0.0280, 0.8146)
H (-0.3673, -0.6029, 0.3886)
H (-0.0252, -3.3346, -0.5692)
H (2.0644, -4.1801, 0.4951)
H (2.2372, -3.5445, -0.9809)
H (4.0813, -0.4283, 2.0721)
H (4.9676, 1.0327, 1.5912)
H (5.9859, -0.5110, 1.6751)

Cartesian forces (eV/Å) of the 3 atoms listed first:
4.087 1.826 -3.754
-1.584 0.819 0.102
-1.686 -9.098 1.528

Record 3
DFT (wB97M-V/def2-TZVPD) results for a 2-piece molecular cluster, C19H25N7O3 overall.

Orbital gap: 8.63 eV
SMILES: CNC(=O)[C@H](Cc1c[nH]c2ccccc12)NC(C)=O.CCNC(=O)c1c[nH]nn1
Electronic energy: -36683.352 eV
LUMO level: 0.4 eV
Highest occupied orbital energy: -8.222 eV

Element x y z (Å)
C (0.6721, 0.5616, 3.6200)
N (1.0559, 0.8549, 2.2399)
C (2.3158, 1.0139, 1.8196)
O (3.2812, 0.9047, 2.5730)
C (2.5293, 1.3126, 0.3287)
C (2.8485, 0.0193, -0.4369)
C (1.6886, -0.9079, -0.6382)
C (1.2915, -1.8857, 0.2083)
N (0.1721, -2.5148, -0.3038)
C (-0.2043, -1.9755, -1.5147)
C (-1.2477, -2.2595, -2.4076)
C (-1.3559, -1.5119, -3.5926)
C (-0.4254, -0.4930, -3.8661)
C (0.6124, -0.2107, -2.9565)
C (0.7466, -0.9402, -1.7546)
N (3.6222, 2.2765, 0.1463)
C (3.7394, 3.2129, -0.7929)
C (2.6448, 3.3825, -1.8286)
O (4.7170, 3.9428, -0.8270)
H (-0.3275, 0.1280, 3.6507)
H (0.6816, 1.4819, 4.2073)
H (1.3827, -0.1399, 4.0632)
H (0.3214, 0.9888, 1.5553)
H (1.6024, 1.7276, -0.0625)
H (3.2252, 0.2821, -1.4261)
H (3.6499, -0.5137, 0.0777)
H (1.7841, -2.1291, 1.1430)
H (-0.3023, -3.2789, 0.1559)
H (-1.9601, -3.0403, -2.1836)
H (-2.1479, -1.7275, -4.2975)
H (-0.5002, 0.0671, -4.7881)
H (1.3314, 0.5597, -3.1852)
H (4.3736, 2.2360, 0.8214)
H (2.9309, 4.1835, -2.5088)
H (1.7139, 3.6451, -1.3299)
H (2.5293, 2.4573, -2.3866)
C (-3.9865, -2.1154, 3.1604)
C (-2.7690, -2.5008, 2.3260)
N (-2.2678, -1.3403, 1.6001)
C (-2.8101, -0.8544, 0.4227)
O (-3.7379, -1.4566, -0.1085)
C (-2.2559, 0.3698, -0.1835)
C (-2.6019, 0.8800, -1.3927)
N (-1.7958, 1.9838, -1.5377)
N (-0.9902, 2.1382, -0.4559)
N (-1.2590, 1.1788, 0.3625)
H (-3.7277, -1.3257, 3.8724)
H (-4.7949, -1.7555, 2.5159)
H (-4.3498, -2.9839, 3.7179)
H (-1.9832, -2.8888, 2.9823)
H (-3.0375, -3.3016, 1.6273)
H (-1.5193, -0.7859, 2.0069)
H (-3.3316, 0.4612, -2.0788)
H (-1.7746, 2.5870, -2.3602)

Cartesian forces (eV/Å) of the 3 atoms listed first:
0.611 0.205 -0.335
-0.699 -0.134 -0.305
1.123 0.072 0.714

Record 4
DFT (wB97M-V/def2-TZVPD) results for C19H25NO4 in the gas phase.

Orbital gap: 9.09 eV
SMILES: O=C(Nc1ccccc1)C1=C[C@H](C2CC2)C[C@H](OCCCCO)O1
Electronic energy: -29788.046 eV
LUMO level: 0.7 eV
Highest occupied orbital energy: -8.375 eV

Element x y z (Å)
O (-0.7502, 0.7447, 2.5193)
C (-1.0447, 0.7806, 1.3414)
N (-1.2881, 1.9143, 0.6236)
C (-1.2615, 3.2467, 1.0299)
C (-0.9557, 3.6334, 2.3320)
C (-0.9441, 4.9759, 2.6633)
C (-1.2321, 5.9431, 1.7153)
C (-1.5356, 5.5599, 0.4191)
C (-1.5503, 4.2223, 0.0760)
C (-1.1649, -0.4533, 0.5139)
C (-0.9967, -1.6633, 1.0443)
C (-1.0931, -2.9268, 0.2533)
C (0.2659, -3.5997, 0.2103)
C (0.6713, -4.5227, 1.3166)
C (0.3537, -5.0743, -0.0406)
C (-1.6373, -2.6306, -1.1516)
C (-1.1262, -1.2934, -1.6887)
O (0.2388, -1.3847, -1.9419)
C (0.8125, -0.2870, -2.6326)
C (1.3722, 0.8141, -1.7213)
C (2.8022, 0.5535, -1.2478)
C (2.9245, -0.7157, -0.4016)
O (2.0933, -0.7199, 0.7305)
O (-1.4525, -0.2275, -0.8206)
H (-1.5455, 1.7574, -0.3436)
H (-0.7341, 2.8807, 3.0696)
H (-0.7074, 5.2676, 3.6758)
H (-1.2216, 6.9889, 1.9830)
H (-1.7629, 6.3061, -0.3281)
H (-1.7886, 3.9234, -0.9359)
H (-0.7402, -1.7287, 2.0884)
H (-1.7915, -3.6052, 0.7587)
H (1.0297, -2.9683, -0.2165)
H (1.6992, -4.5107, 1.6431)
H (-0.0333, -4.7042, 2.1143)
H (1.1627, -5.4475, -0.6497)
H (-0.5667, -5.6275, -0.1591)
H (-2.7267, -2.5683, -1.1213)
H (-1.3443, -3.4175, -1.8454)
H (-1.6611, -1.0298, -2.6224)
H (0.0577, 0.1415, -3.3068)
H (1.6175, -0.7121, -3.2406)
H (0.7294, 0.9101, -0.8477)
H (1.3507, 1.7601, -2.2669)
H (3.1336, 1.4128, -0.6569)
H (3.4686, 0.4603, -2.1079)
H (3.9776, -0.8524, -0.1086)
H (2.6146, -1.5806, -0.9911)
H (2.2811, 0.0541, 1.2733)

Cartesian forces (eV/Å) of the 3 atoms listed first:
0.045 -0.001 0.106
0.018 0.108 -0.134
-0.176 -0.183 -0.480

> Among the records above, which one has the lowest electronic energy?

C19H25N3SSiV

> Among the records above, which one has the highest electronic energy?

C19H25NO4

> electronic energy of number 1 (C19H25N3SSiV)?

-68962.326 eV

> Among the records above, which one has the highest electronic energy?

C19H25NO4